1.
A molecular structure, C28H32I2N4O10P3Rb. Source: the OMol25 dataset; level of theory: wB97M-V/def2-TZVPD.

Results
E_tot ... -3701.457152 Eh
HOMO level ... -0.10034 hartree
2S+1 ... 1
M ... 1016.8 g/mol
Gap between HOMO and LUMO ... 6.1 eV
Charge ... -2
LUMO ... 3.415 eV
Energy relative to the best compared isomer or geometry (same formula, charge and spin) ... 11.3 kcal per mole

Each line ends with the Löwdin charge.
Cartesian coordinates (Å):
Rb 0.42081 1.19803 0.73179  0.899
I -6.94696 6.23178 1.10513  0.721
C -5.11667 5.20404 0.90172  -0.753
C -4.08468 5.46900 1.78468  -0.263
C -2.89148 4.78299 1.63701  -0.622
I -1.33735 5.14724 2.99414  0.913
C -2.65420 3.82414 0.61560  -0.458
O -1.56060 3.18685 0.45862  -0.234
C -3.76846 3.58266 -0.25296  -0.165
C -3.59146 2.53656 -1.32878  -0.166
N -3.28356 1.19298 -0.83811  -0.039
C -4.25112 0.68989 0.11614  -0.179
C -3.70235 -0.45868 0.92121  -0.256
C -4.48848 -1.57376 1.20848  -0.037
C -3.97785 -2.56220 2.03139  -0.091
C -2.69819 -2.41494 2.54269  -0.076
C -1.97768 -1.28426 2.18911  -0.130
N -2.46226 -0.33323 1.39033  0.125
C -4.96369 4.25805 -0.10588  -0.145
H -4.20253 6.19205 2.57935  0.067
H -4.50339 2.48891 -1.93455  0.109
H -2.76336 2.82485 -1.97973  0.127
H -2.38849 1.25272 -0.36438  0.057
H -4.56424 1.46203 0.83964  0.130
H -5.15388 0.36025 -0.41035  0.114
H -5.48467 -1.65231 0.79144  0.101
H -4.57071 -3.43825 2.26880  0.097
H -2.25908 -3.16337 3.18846  0.103
H -0.97623 -1.11798 2.57293  0.084
H -5.78283 4.04389 -0.78334  0.089
N 3.64309 3.08760 -2.35665  0.118
C 3.27676 3.15906 -0.87251  -0.465
C 4.16003 4.22082 -0.22734  -0.101
P 3.87859 1.45203 -0.32398  0.281
O 4.29863 1.64164 1.20889  -0.149
O 5.13213 1.34171 -1.15285  -0.353
O 2.81470 0.41365 -0.46850  -0.440
P 1.52919 3.80216 -1.14774  0.217
O 0.97785 4.01067 0.33081  -0.256
O 1.80793 5.09057 -1.86358  -0.349
O 0.79563 2.71919 -1.87912  -0.379
H 4.54935 2.58541 -2.39385  0.111
H 3.59561 4.03461 -2.73886  0.131
H 2.89884 2.53546 -2.80166  0.135
H 5.21635 3.94468 -0.27939  0.075
H 3.88776 4.30832 0.82312  0.085
H 3.99275 5.18838 -0.70464  0.070
H 3.55801 1.53444 1.84495  0.030
H -0.01252 3.93627 0.40361  -0.008
O 2.09297 -0.36238 4.13489  -0.022
N 1.49145 0.54125 3.54730  -0.621
O 2.13002 1.46620 2.97186  -0.147
O 0.24210 0.56308 3.51064  -0.128
C 2.33366 -2.46729 1.17606  -0.264
P 1.09235 -2.54277 -0.16900  1.027
C 2.14703 -2.91966 -1.62821  -0.361
C 3.39168 -2.30963 -1.78335  -0.084
C 4.14725 -2.53071 -2.92693  -0.081
C 3.67311 -3.35827 -3.93416  -0.115
C 2.42866 -3.96014 -3.79523  -0.110
C 1.67232 -3.73897 -2.65468  -0.107
C 0.33758 -4.21031 0.06594  -0.390
C -1.04998 -4.30679 0.00652  -0.112
C -1.68754 -5.53035 0.17780  -0.096
C -0.93863 -6.67249 0.41581  -0.110
C 0.44851 -6.58854 0.47682  -0.098
C 1.07880 -5.36723 0.30060  -0.093
H 2.85654 -1.51588 1.06002  0.021
H 3.05528 -3.28569 1.16017  0.040
H 1.81933 -2.44425 2.13836  0.039
H 3.74622 -1.61262 -1.03666  0.078
H 5.10258 -2.03119 -3.03162  0.102
H 4.26224 -3.52523 -4.82830  0.088
H 2.04342 -4.60002 -4.58077  0.090
H 0.70182 -4.21236 -2.55886  0.097
H -1.63223 -3.40926 -0.16971  0.093
H -2.76843 -5.58856 0.13176  0.096
H -1.43043 -7.62794 0.55463  0.091
H 1.03656 -7.47993 0.66132  0.094
H 2.16071 -5.30865 0.33570  0.104

Forces on atoms 1 to 3 (eV/Å):
-0.5 -0.2 -0.3
0.1 -0.1 0.0
-0.2 0.1 0.0

=====

2.
C2H3BrO in the gas phase. Source: the OMol25 dataset; level of theory: wB97M-V/def2-TZVPD.

Results
E_tot ... -2727.214699 Eh
HOMO level ... -0.37491 hartree
2S+1 ... 1
M ... 122.9 g/mol
Gap between HOMO and LUMO ... 10.8 eV
Charge ... 0
SMILES ... O=CCBr
LUMO ... 0.612 eV
Energy relative to the best compared isomer or geometry (same formula, charge and spin) ... 25.9 kcal per mole

Each line ends with the Löwdin charge.
Cartesian coordinates (Å):
O 1.66216 -0.94603 0.23200  0.041
C 0.55316 -0.84922 -0.23039  -0.402
C -0.35828 0.37341 -0.06668  -0.668
Br -2.15743 -0.17702 0.02248  0.653
H 0.02736 -1.71558 -0.83501  0.128
H -0.09229 1.23126 0.69417  0.107
H -0.23786 0.87518 -1.24096  0.142

Forces on atoms 1 to 3 (eV/Å):
-0.9 0.1 -0.6
-0.2 -0.8 0.5
1.8 2.8 -2.9

=====

Which value of gap between HOMO and LUMO does entry 1 give?
6.1 eV

=====

What is the HOMO level in the second record?
-0.37491 hartree

=====

Number 2 is which compound?
C2H3BrO

=====

Which value of 2S+1 does entry 2 give?
1